(1)
This record from the Open Molecules 2025 dataset describes C42H54KN4O2Si as an isolated structure. The level of theory is ωB97M-V/def2-TZVPD.

```
104
Properties=species:S:1:pos:R:3:forces:R:3
K 0.2736 1.0327 0.9498 -1.71 0.19 -0.70
C -2.0697 0.9203 -0.9907 -0.13 -0.73 -0.03
Si -2.8890 2.2442 -1.8104 -0.15 0.20 0.20
C -1.7857 3.8129 -1.6586 0.02 -0.11 -0.03
N -0.4972 3.4290 -1.0765 0.37 0.25 -0.11
C -0.0225 4.1965 0.0739 0.08 -0.23 -0.03
C 1.4502 4.5820 -0.0464 -0.01 0.00 -0.19
C 1.6714 5.2797 -1.3917 -0.07 -0.12 -0.01
C 1.2874 4.3501 -2.5710 0.03 0.03 0.14
C 0.5390 3.1140 -2.0566 -0.15 0.11 0.12
C -4.5483 2.5115 -0.8802 -0.21 0.05 -0.01
C -5.2382 1.4109 -0.3448 0.04 0.13 -0.01
C -6.4511 1.5545 0.3193 0.06 0.08 -0.06
C -7.0158 2.8182 0.4750 0.09 -0.01 -0.03
C -6.3519 3.9270 -0.0347 0.08 -0.07 -0.04
C -5.1382 3.7692 -0.7037 -0.03 -0.14 0.00
C -3.5701 2.2237 -3.6180 -0.08 -0.09 -0.07
C -3.1626 3.0854 -4.6388 0.03 0.04 0.00
C -3.7282 3.0433 -5.9127 -0.01 -0.06 0.05
C -4.7221 2.1202 -6.2030 0.02 -0.04 0.09
C -5.1394 1.2353 -5.2104 0.09 0.08 0.08
C -4.5692 1.2919 -3.9440 0.03 0.05 -0.10
H -1.0303 0.7043 -1.2516 -0.17 -0.06 -0.15
H -2.6373 0.0000 -0.7730 0.17 0.26 -0.13
H -2.2939 4.5204 -0.9885 0.10 -0.08 -0.04
H -1.6393 4.3511 -2.6123 -0.04 0.02 0.18
H -0.1681 3.6106 0.9932 -0.07 0.22 0.14
H -0.6153 5.1123 0.1858 -0.06 0.04 -0.01
H 2.0804 3.6907 0.0376 -0.04 0.07 0.03
H 1.7102 5.2441 0.7833 0.02 -0.03 -0.01
H 2.7063 5.6122 -1.4852 0.03 0.02 0.00
H 1.0471 6.1797 -1.4148 0.02 0.00 -0.01
H 2.1789 4.0105 -3.1068 -0.01 0.05 -0.01
H 0.6690 4.8915 -3.2906 0.00 0.03 -0.03
H 1.2626 2.4266 -1.6099 -0.04 -0.03 0.01
H 0.0715 2.5830 -2.8892 -0.04 -0.04 0.04
H -4.7967 0.4198 -0.4429 -0.06 0.11 0.01
H -6.9602 0.6839 0.7225 0.02 0.02 -0.03
H -7.9653 2.9359 0.9857 0.04 -0.01 0.00
H -6.7821 4.9164 0.0835 0.03 -0.04 0.00
H -4.6393 4.6534 -1.0979 -0.07 -0.09 0.02
H -2.3834 3.8184 -4.4414 -0.10 -0.08 -0.05
H -3.3941 3.7355 -6.6785 0.01 -0.02 0.02
H -5.1662 2.0855 -7.1924 0.01 0.00 0.05
H -5.9147 0.5073 -5.4246 0.02 0.01 0.00
H -4.9125 0.5937 -3.1811 0.03 0.09 -0.08
C -2.9874 2.4282 2.0514 -0.02 -0.10 0.02
C -2.1530 2.0120 3.2348 -0.05 0.04 -0.14
C -1.9714 2.8904 4.3044 0.06 -0.09 0.03
C -1.2273 2.5357 5.4165 0.00 -0.06 -0.07
C -0.6360 1.2798 5.4703 -0.01 0.02 0.02
C -0.7833 0.3809 4.4252 0.01 -0.25 -0.11
C -0.1533 -0.9910 4.4667 -0.04 0.12 -0.04
C -1.5530 0.7478 3.3072 -0.24 0.11 0.27
N -1.6119 -0.2002 2.2532 0.35 -0.08 0.47
C -2.6034 -0.9372 2.0385 -0.64 -0.21 -0.10
C -3.9289 -0.8003 2.7474 0.00 -0.12 -0.03
C -2.4680 -2.0769 1.0316 -0.80 0.28 0.18
C -3.7262 -2.7515 0.5454 -0.11 0.19 0.05
N -1.3168 -2.4600 0.7226 0.93 -0.20 -0.10
C -1.0658 -3.6115 -0.0530 0.04 -0.12 0.11
C -0.9858 -3.5690 -1.4483 0.04 0.16 -0.14
C -1.2341 -2.2801 -2.1923 -0.07 -0.17 0.08
C -0.6313 -4.7370 -2.1239 -0.07 0.04 0.01
C -0.3497 -5.9145 -1.4461 -0.04 0.14 0.05
C -0.4148 -5.9301 -0.0593 -0.02 0.02 0.01
C -0.7716 -4.7896 0.6506 0.00 0.01 0.12
C -0.8379 -4.7907 2.1594 0.01 0.03 -0.08
H -2.9575 3.5133 1.9238 -0.01 -0.05 0.02
H -4.0395 2.1485 2.1934 0.09 0.03 -0.01
H -2.6544 1.9626 1.1111 0.02 0.04 0.12
H -2.4351 3.8696 4.2512 0.03 -0.02 -0.02
H -1.0970 3.2347 6.2339 0.00 -0.01 -0.02
H -0.0404 0.9943 6.3320 -0.02 0.01 -0.07
H 0.5121 -1.0888 5.3270 -0.04 0.03 -0.07
H 0.4127 -1.1737 3.5481 -0.05 0.01 0.08
H -0.9158 -1.7765 4.5283 0.05 0.06 0.00
H -3.8529 -0.0652 3.5452 -0.01 0.00 0.00
H -4.2516 -1.7532 3.1744 -0.01 0.01 -0.05
H -4.6986 -0.4657 2.0447 0.06 -0.03 0.02
H -4.4435 -2.0130 0.1800 0.02 -0.02 0.02
H -4.2070 -3.3051 1.3561 -0.01 0.03 0.00
H -3.4929 -3.4478 -0.2553 -0.01 -0.02 -0.03
H -2.1314 -1.7583 -1.8492 0.13 -0.07 -0.07
H -1.3346 -2.4670 -3.2626 0.03 0.01 0.04
H -0.4117 -1.5751 -2.0422 -0.06 -0.02 0.02
H -0.5820 -4.7106 -3.2086 0.02 0.00 0.07
H -0.0770 -6.8085 -1.9932 0.01 0.02 0.01
H -0.1802 -6.8370 0.4889 -0.03 0.03 -0.03
H -0.5415 -5.7616 2.5588 -0.01 0.03 -0.02
H -1.8492 -4.5675 2.5172 0.09 -0.03 -0.03
H -0.1835 -4.0206 2.5834 -0.07 -0.05 -0.06
N 1.7562 -1.4800 0.8392 0.31 -0.11 0.26
C 2.8520 -1.4897 1.8240 -0.18 0.24 -0.24
C 3.7085 -0.2329 1.6295 -0.07 -0.03 -0.03
C 2.7650 0.9398 1.3500 0.64 0.43 0.12
O 2.5277 1.2077 0.1390 0.88 0.04 0.15
O 2.2102 1.4842 2.3406 0.66 -0.20 -0.01
H 1.2239 -2.3386 0.8327 -0.04 -0.06 0.05
H 2.1303 -1.3157 -0.0888 -0.03 0.01 -0.02
H 3.4826 -2.3797 1.7668 0.11 -0.16 -0.02
H 2.4172 -1.4635 2.8243 -0.06 0.00 0.01
H 4.3798 -0.3606 0.7781 0.00 -0.01 0.00
H 4.2887 -0.0336 2.5309 0.04 -0.04 -0.02
```
Forces are in eV/Å.

Its total charge is -1. As for the HOMO energy: -3.3 eV. Its spin multiplicity is 1. For the HOMO-LUMO gap, the calculation gives 5.5 eV. The value obtained for the relative energy (zero: lowest compared OMol25 entry of this formula, charge and spin) is 0.898 eV. The calculation puts the LUMO energy at 2.23 eV.

(2)
This record from the Open Molecules 2025 dataset describes C42H55BMoN9Si as an isolated structure. The level of theory is ωB97M-V/def2-TZVPD.

```
109
Properties=species:S:1:pos:R:3:forces:R:3
Mo 0.5536 -0.3796 -0.1265 0.56 -1.30 -0.40
C 1.1123 -3.9745 0.8691 -0.03 -0.03 0.03
C 0.2222 -3.6698 -0.2837 -0.05 0.13 -0.11
C -0.4197 -4.6172 -1.0753 0.03 -0.25 -0.05
C -1.0435 -3.9152 -2.0871 -0.10 -0.04 -0.11
C -1.8538 -4.4362 -3.2337 0.05 0.02 0.07
N -0.7973 -2.6109 -1.8896 0.11 0.19 0.08
N -0.0307 -2.4388 -0.7639 -0.05 -0.21 -0.13
B -1.0721 -1.4483 -2.8638 0.00 0.05 -0.07
N 0.2681 -0.7995 -3.2794 -0.17 0.12 0.36
N 0.9989 -0.1116 -2.3554 -0.11 0.11 -0.22
C 2.0363 0.4296 -3.0086 -0.08 -0.08 -0.01
C 3.1496 1.1788 -2.3491 -0.05 -0.05 -0.10
C 1.9517 0.0997 -4.3652 0.15 0.12 -0.08
C 0.8190 -0.6811 -4.4950 -0.02 -0.13 -0.15
C 0.2374 -1.3306 -5.7128 0.05 0.07 0.06
N -1.8860 -0.3592 -2.1560 0.16 -0.01 0.05
N -1.3878 0.2422 -1.0424 -0.36 0.12 0.19
C -2.2773 1.1887 -0.6938 0.16 0.03 -0.07
C -2.1841 2.0794 0.4993 0.00 0.05 -0.05
C -3.3194 1.2116 -1.6146 -0.22 0.14 0.10
C -3.0446 0.2088 -2.5183 -0.04 -0.14 -0.24
C -3.8381 -0.2473 -3.7010 0.02 0.04 0.05
H 1.4065 -5.0227 0.8205 -0.03 0.02 0.02
H 2.0168 -3.3729 0.8273 0.03 -0.06 -0.09
H 0.6147 -3.8034 1.8246 0.00 0.01 -0.02
H -0.4076 -5.6905 -0.9409 0.00 0.18 -0.01
H -1.9789 -5.5124 -3.1238 0.01 0.04 0.00
H -2.8433 -3.9769 -3.2683 0.05 -0.01 0.03
H -1.3671 -4.2450 -4.1923 -0.01 0.00 0.07
H -1.6569 -1.8491 -3.8314 0.10 0.06 0.20
H 2.8465 1.6056 -1.3974 -0.04 0.03 0.04
H 3.9900 0.5074 -2.1546 -0.04 0.02 -0.02
H 3.5014 1.9789 -3.0031 -0.03 -0.03 0.03
H 2.6363 0.3899 -5.1522 -0.12 -0.06 0.16
H 0.8944 -1.1583 -6.5631 -0.01 0.00 0.01
H 0.1290 -2.4085 -5.5774 0.02 0.07 0.02
H -0.7479 -0.9269 -5.9541 0.06 0.00 0.03
H -1.5324 1.6772 1.2724 0.06 -0.03 -0.03
H -1.8309 3.0732 0.2049 0.00 -0.07 0.06
H -3.1774 2.1918 0.9307 -0.01 0.03 -0.01
H -4.1919 1.8504 -1.5888 0.14 -0.11 -0.01
H -4.7546 0.3377 -3.7670 0.04 -0.03 0.01
H -3.2821 -0.1217 -4.6320 -0.01 0.01 0.05
H -4.1085 -1.3019 -3.6162 0.02 0.06 0.03
C 1.7183 1.1129 2.7170 0.09 0.00 0.19
N 1.9891 -0.0625 1.8696 -0.23 -0.06 -0.05
C 2.0515 -1.2382 2.7659 0.16 -0.04 0.02
C 3.3222 0.1401 1.2620 0.02 -0.18 0.03
C 3.5632 -0.9824 0.3229 0.26 -0.10 -0.03
C 4.7546 -1.7057 0.3068 0.08 0.12 -0.11
C 4.9435 -2.7017 -0.6389 -0.07 0.03 0.00
C 3.9413 -2.9358 -1.5787 0.08 0.01 0.02
C 2.7482 -2.2319 -1.5223 0.07 -0.07 -0.02
C 2.5059 -1.2745 -0.5301 -0.16 -0.24 0.06
H 2.4018 1.1109 3.5718 0.01 -0.05 0.01
H 0.7048 1.0902 3.0928 -0.13 -0.03 0.03
H 1.8885 2.0277 2.1608 0.05 0.00 0.05
H 2.8761 -1.1084 3.4746 0.00 0.01 0.04
H 2.2269 -2.1424 2.1973 0.04 0.11 0.01
H 1.1249 -1.3320 3.3204 0.07 0.05 0.00
H 4.1096 0.2273 2.0176 -0.12 -0.02 0.21
H 3.2789 1.0856 0.7233 0.07 0.11 -0.07
H 5.5334 -1.4734 1.0277 -0.04 -0.04 -0.06
H 5.8594 -3.2815 -0.6508 -0.06 0.06 -0.02
H 4.0830 -3.6821 -2.3539 0.01 0.05 0.07
H 1.9969 -2.4504 -2.2712 -0.04 -0.05 0.04
N 0.7931 1.6156 0.1129 0.12 0.34 -0.21
C 0.8230 2.7658 0.1569 -0.10 0.86 -0.27
N 0.8671 4.0560 0.2017 0.00 0.39 -0.04
C 0.1672 4.8361 1.2528 0.29 -0.04 -0.17
C 1.1497 5.7909 1.9136 0.05 0.03 -0.01
C 1.9072 6.6348 0.8829 -0.05 -0.10 -0.03
C 2.5925 5.7453 -0.1580 -0.01 0.00 0.11
C 1.5755 4.8479 -0.8392 -0.15 -0.07 0.27
H -0.2706 4.1467 1.9697 -0.01 -0.10 0.01
H -0.6424 5.3881 0.7718 -0.06 0.02 -0.05
H 1.8625 5.2158 2.5131 -0.03 0.00 -0.02
H 0.5882 6.4277 2.5988 0.05 0.03 0.02
H 2.6475 7.2533 1.3891 -0.01 0.03 0.00
H 1.2100 7.3152 0.3812 0.03 -0.03 0.01
H 3.3410 5.1166 0.3343 0.03 0.03 -0.05
H 3.1082 6.3385 -0.9143 -0.02 0.04 0.03
H 2.0254 4.1718 -1.5622 0.00 -0.11 0.05
H 0.8214 5.4465 -1.3540 -0.04 0.01 -0.07
C -1.2305 -0.4133 6.3508 -0.01 -0.02 -0.08
C -1.4088 0.6554 5.4784 0.03 -0.08 0.00
C -1.3596 0.4406 4.1061 -0.05 -0.08 0.05
C -1.1289 -0.8302 3.5633 -0.14 0.20 0.20
C -0.9793 -1.8925 4.4625 0.00 0.08 0.14
C -1.0250 -1.6899 5.8399 0.01 0.03 -0.08
Si -1.1744 -1.1997 1.7080 -0.89 0.11 0.08
C -3.0217 -0.9697 1.2691 -0.11 -0.08 -0.12
C -3.5070 -1.7000 0.1735 -0.02 -0.07 0.06
C -4.8524 -1.7031 -0.1704 0.08 0.05 0.00
C -5.7615 -0.9657 0.5794 0.01 0.03 0.06
C -5.3112 -0.2486 1.6813 0.11 -0.04 -0.04
C -3.9591 -0.2585 2.0255 -0.02 0.00 -0.13
H -1.2673 -0.2534 7.4223 0.00 -0.02 -0.07
H -1.5904 1.6511 5.8697 0.00 -0.07 -0.03
H -1.5368 1.2849 3.4433 0.06 -0.01 0.05
H -0.8274 -2.8994 4.0804 -0.02 0.09 0.04
H -0.9056 -2.5319 6.5145 -0.01 0.08 -0.07
H -1.2014 -2.6714 1.7176 0.36 -0.23 0.05
H -2.8161 -2.2975 -0.4175 -0.08 0.04 0.07
H -5.1945 -2.2811 -1.0244 0.03 0.02 0.09
H -6.8166 -0.9701 0.3215 0.13 0.02 0.03
H -6.0162 0.3075 2.2895 0.04 -0.02 -0.03
H -3.6479 0.2914 2.9089 -0.02 -0.07 -0.07
```
Forces are in eV/Å.

Its total charge is +1. As for the HOMO energy (spin up / spin down): -10.4 / -10.2 eV. As for the expectation value of S²: 2.034. Its spin multiplicity is 3. For the HOMO-LUMO gap (spin up / spin down), the calculation gives 8.2 / 7.2 eV. The value obtained for the relative energy (zero: lowest compared OMol25 entry of this formula, charge and spin) is 0.794 eV. The calculation puts the LUMO energy (spin up / spin down) at -2.14 / -3.08 eV.

> What is the formula in the first record?

C42H54KN4O2Si